(1)
{
  "formula": "C3H7NO2",
  "method": "ωB97M-V with the def2-TZVPD basis set",
  "spin_multiplicity": 1,
  "gap_ha": 0.2904,
  "e_homo_ha": -0.307,
  "elements": ["C", "C", "O", "H", "H", "H", "H", "C", "O", "N", "H", "H", "H"],
  "coordinates": [[1.66458, 0.53927, -0.30041], [0.76831, -0.35443, 0.57121], [1.09360, -1.52274, 0.83072], [0.44687, 0.32232, 1.44746], [1.07490, 1.39299, -0.63097], [2.50048, 0.89215, 0.29813], [2.00343, -0.03363, -1.16222], [-1.54614, -1.00638, -0.73569], [-1.58279, 0.93059, 1.03230], [-0.93985, -0.08169, -0.15711], [-1.91887, 1.80234, 0.76146], [-1.04948, -1.51695, -1.55782], [-2.51503, -1.36383, -0.39706]],
  "forces_ev_per_a": [[-1.043, -0.568, -0.634], [3.858, 1.176, 3.256], [-1.111, 0.515, -1.087], [-0.370, -1.063, -0.939], [0.158, 0.161, -0.092], [0.056, -0.196, 0.062], [0.265, 0.127, -0.083], [-1.855, 0.098, 1.166], [0.244, -3.222, -0.859], [-0.581, 3.321, 0.579], [0.249, -0.530, -1.401], [0.462, -0.087, 0.431], [-0.332, 0.268, -0.399]]
}

---

(2)
{
  "formula": "C3H7NO2",
  "method": "ωB97M-V with the def2-TZVPD basis set",
  "spin_multiplicity": 1,
  "gap_ha": [0.2960, 0.2984],
  "e_homo_ha": [-0.322, -0.323],
  "elements": ["C", "C", "N", "C", "O", "O", "H", "H", "H", "H", "H", "H", "H"],
  "coordinates": [[0.62529, 0.81562, 1.19777], [-1.57841, -0.45447, -0.55774], [-0.18545, -0.71791, -0.24413], [0.80292, 0.39452, -0.19071], [2.09162, -0.10119, -0.53033], [0.48792, 1.58079, -0.62525], [2.33024, -0.81546, 0.07385], [0.18321, -1.56622, -0.66117], [1.44129, 0.86537, 1.91529], [-0.35543, 1.11577, 1.53894], [-2.22616, -1.21489, -0.11666], [-1.75371, -0.42187, -1.63835], [-1.86333, 0.51992, -0.16150]],
  "forces_ev_per_a": [[0.602, 1.214, -0.529], [0.152, 0.162, -0.402], [0.350, -0.578, -0.783], [-0.940, -2.464, 1.624], [-0.477, 0.396, -0.095], [0.474, 0.475, 0.776], [-0.156, 0.069, -0.052], [-0.113, 0.293, -0.216], [0.203, 0.694, -0.237], [-0.059, -0.289, -0.201], [0.110, 0.023, 0.007], [-0.157, 0.026, 0.073], [0.011, -0.021, 0.036]]
}

---

(3)
{
  "formula": "C3H7NO2",
  "method": "ωB97M-V with the def2-TZVPD basis set",
  "spin_multiplicity": 1,
  "gap_ha": 0.4007,
  "e_homo_ha": -0.363,
  "smiles": "CC=O.NC=O",
  "elements": ["C", "C", "O", "H", "H", "H", "H", "N", "C", "O", "H", "H", "H"],
  "coordinates": [[-2.54802, -0.00107, 0.59404], [-1.36078, 0.65636, -0.07914], [-0.54540, 1.28112, 0.54400], [-3.14113, 0.80954, 1.00443], [-3.04334, -0.69364, -0.08225], [-2.19104, -0.62599, 1.41751], [-1.35198, 0.58050, -1.16830], [2.12190, 0.11490, 0.20073], [1.74280, -0.97588, -0.50505], [0.66561, -1.10622, -1.05324], [2.97431, -0.02170, 0.71080], [1.41440, 0.79755, 0.43175], [2.52897, -1.73767, -0.59314]],
  "forces_ev_per_a": [[1.012, -0.539, 0.012], [-0.911, -0.273, 0.315], [0.421, 0.243, 0.103], [-0.494, -0.139, -0.068], [-0.452, 0.423, -0.111], [0.066, 0.294, 0.123], [0.351, 0.074, -0.304], [0.200, -0.925, -0.312], [-0.466, 0.392, -0.351], [0.089, -0.173, 0.051], [-0.004, 0.568, 0.306], [0.074, 0.172, 0.156], [0.112, -0.117, 0.080]]
}

---

(4)
{
  "formula": "C3H7NO2",
  "method": "ωB97M-V with the def2-TZVPD basis set",
  "spin_multiplicity": 1,
  "gap_ha": 0.3799,
  "e_homo_ha": -0.355,
  "smiles": "C[C@@H](N)C(=O)O",
  "elements": ["C", "C", "N", "C", "O", "O", "H", "H", "H", "H", "H", "H", "H"],
  "coordinates": [[-0.77817, 1.62412, -0.64904], [0.13942, 0.72564, 0.17482], [-0.20902, 0.84863, 1.59615], [0.28410, -0.67298, -0.37243], [0.34791, -0.95453, -1.53830], [0.40653, -1.62327, 0.58940], [-0.40438, 1.77696, -1.65944], [-1.77694, 1.19683, -0.70879], [-0.86492, 2.55377, -0.08790], [1.15070, 1.13501, 0.08366], [0.37600, 0.21990, 2.13826], [-1.15180, 0.49235, 1.73198], [0.64520, -2.43499, 0.11098]],
  "forces_ev_per_a": [[-0.036, -0.308, 0.231], [0.187, 0.636, 0.513], [-0.082, -0.542, -0.218], [-0.156, -0.348, -0.026], [0.014, 0.093, -0.130], [0.170, 0.088, -0.176], [-0.022, 0.061, 0.086], [-0.121, -0.108, -0.083], [0.102, 0.133, -0.292], [0.094, -0.009, -0.049], [0.037, 0.127, 0.012], [-0.028, 0.131, 0.010], [-0.156, 0.047, 0.123]]
}

---

(5)
{
  "formula": "C3H7NO2",
  "method": "ωB97M-V with the def2-TZVPD basis set",
  "spin_multiplicity": 1,
  "gap_ha": 0.3787,
  "e_homo_ha": -0.353,
  "smiles": "O=CNCCO",
  "elements": ["O", "C", "N", "C", "C", "O", "H", "H", "H", "H", "H", "H", "H"],
  "coordinates": [[-1.35205, -1.44889, -1.10831], [-0.41750, -0.88483, -1.64244], [0.45340, 0.06349, -1.03268], [0.84834, 0.10702, 0.34673], [-0.23093, 0.70542, 1.22057], [-1.26727, -0.19918, 1.48886], [0.48828, -0.97594, -2.29296], [0.55847, 0.89502, -1.60015], [1.05990, -0.92303, 0.66830], [1.79457, 0.66190, 0.40307], [0.20569, 0.99237, 2.17691], [-0.59470, 1.62080, 0.71906], [-1.54620, -0.61417, 0.65305]],
  "forces_ev_per_a": [[1.146, 0.315, -1.039], [1.881, 0.493, 1.758], [-0.643, 0.757, 0.840], [-0.266, 0.182, 0.429], [0.219, 0.345, 0.363], [-0.218, -0.070, -0.079], [-2.110, -2.002, -2.796], [0.463, -0.178, -0.012], [-0.102, 0.207, -0.008], [-0.290, 0.002, 0.049], [-0.130, 0.037, 0.141], [0.008, -0.132, 0.209], [0.041, 0.043, 0.144]]
}

---

(6)
{
  "formula": "C3H7NO2",
  "method": "ωB97M-V with the def2-TZVPD basis set",
  "spin_multiplicity": 1,
  "gap_ha": 0.3733,
  "e_homo_ha": -0.351,
  "smiles": "O=CNCCO",
  "elements": ["O", "C", "N", "C", "C", "O", "H", "H", "H", "H", "H", "H", "H"],
  "coordinates": [[1.38149, -0.18906, 1.52851], [1.76910, 0.20329, 0.42478], [1.00874, 0.48184, -0.65334], [-0.63602, 0.38519, -0.72388], [-1.33706, -0.66784, 0.10762], [-1.04585, -0.60758, 1.44905], [2.86563, 0.31597, 0.33978], [1.60342, 0.82811, -1.41421], [-0.98493, 1.34902, -0.33382], [-0.94737, 0.23691, -1.77065], [-2.32724, -0.22154, -0.21833], [-1.34987, -1.69361, -0.31438], [0.00591, -0.39782, 1.54703]],
  "forces_ev_per_a": [[0.394, 0.193, -0.290], [-0.282, -0.164, 0.328], [-0.850, -0.417, 0.108], [2.527, 0.382, -0.119], [-0.406, 0.537, -0.902], [0.700, 0.319, 0.155], [-0.358, 0.248, -0.616], [-1.059, -0.211, 0.104], [0.349, -0.117, -0.290], [0.637, 0.304, 0.269], [-0.051, -0.871, 1.167], [0.445, 0.373, 0.079], [-2.045, -0.576, 0.006]]
}

---

(7)
{
  "formula": "C3H7NO2",
  "method": "ωB97M-V with the def2-TZVPD basis set",
  "spin_multiplicity": 1,
  "gap_ha": 0.3787,
  "e_homo_ha": -0.359,
  "smiles": "NC(=O)CCO",
  "elements": ["N", "C", "O", "C", "C", "O", "H", "H", "H", "H", "H", "H", "H"],
  "coordinates": [[-1.26758, -1.11660, -0.94462], [-0.65521, 0.11573, -1.30091], [-0.58796, 0.57589, -2.40805], [-0.24678, 0.90688, -0.00043], [0.97807, 0.27029, 0.65876], [0.59711, -0.98379, 1.21962], [-0.59439, -1.66902, -0.40331], [-1.66605, -0.60950, -0.14518], [-1.02610, 0.96684, 0.78934], [-0.05346, 1.92473, -0.32271], [1.75357, 0.13381, -0.10522], [1.37640, 0.92749, 1.44435], [1.39238, -1.44273, 1.51837]],
  "forces_ev_per_a": [[-0.239, 0.534, 0.410], [0.269, 0.990, 0.254], [0.308, -0.328, 0.564], [0.234, 0.192, -0.418], [0.159, 0.358, -0.263], [0.226, -0.119, 0.082], [0.098, -0.054, -0.355], [-1.213, -1.549, 0.360], [0.076, -0.215, -0.693], [0.338, 0.162, 0.123], [0.042, -0.017, 0.126], [-0.120, -0.058, -0.172], [-0.179, 0.104, -0.018]]
}

---

(8)
{
  "formula": "C3H7NO2S",
  "method": "ωB97M-V with the def2-TZVPD basis set",
  "spin_multiplicity": 1,
  "gap_ha": 0.3581,
  "e_homo_ha": -0.334,
  "smiles": "O=C(O)NCCS",
  "elements": ["O", "C", "O", "N", "C", "C", "S", "H", "H", "H", "H", "H", "H", "H"],
  "coordinates": [[0.83362, 1.84514, 0.10650], [0.07329, 1.46608, 0.96488], [-0.27548, 2.21968, 2.03414], [-0.52275, 0.24340, 0.97183], [-0.00687, -0.81161, 0.14241], [-0.33094, -0.64019, -1.36710], [0.97170, -1.30933, -2.44059], [0.46912, 2.81704, 2.18161], [-1.16712, 0.12224, 1.73435], [-0.48925, -1.73017, 0.49033], [1.07719, -0.92624, 0.21259], [-0.39100, 0.42641, -1.53881], [-1.22304, -1.19718, -1.61339], [0.98154, -2.52526, -1.87874]],
  "forces_ev_per_a": [[0.332, 0.011, 0.106], [0.136, -0.340, -0.541], [-0.005, -0.180, 0.363], [0.013, 1.138, 0.433], [-0.410, -0.750, -0.734], [0.425, -0.374, 0.755], [0.113, 0.154, 0.069], [-0.222, 0.292, -0.176], [0.082, -0.583, -0.069], [0.288, 0.011, 0.003], [-0.045, 0.229, 0.388], [-0.196, 0.045, -0.462], [-0.504, 0.417, -0.073], [-0.006, -0.070, -0.060]]
}

---

For reference, ΔE to the lowest compared entry with this formula, charge and spin by record: 6.365, 4.695, 1.089, 0.489, 3.021, 2.032, 1.916, 0.209 eV.
For reference, total energy by record: -8804.16398, -8805.83426, -8809.44015, -8810.03949, -8807.50801, -8808.49680, -8808.61307, -19645.39530 eV.